<w>
Entry from the Open Molecules 2025 dataset: a structure of composition C61H44N7RbS2 (ωB97M-V/def2-TZVPD).

Calculated values
Total charge: -2
HOMO level (spin up / spin down), eV: -1.22 / -1.26
HOMO-LUMO gap (spin up / spin down), eV: 4.74 / 4.78

Each line ends with the Mulliken charge.
Geometry (Å):
Rb (12.52, 16.90, 12.17)  0.98
C (7.59, 19.42, 18.30)  -0.47
C (7.07, 19.12, 17.03)  -0.45
C (7.83, 19.17, 15.92)  -0.40
C (9.24, 19.45, 15.98)  0.08
C (9.66, 20.05, 17.19)  -0.41
C (8.88, 19.97, 18.34)  -0.53
C (10.22, 19.13, 14.95)  0.71
C (11.51, 18.59, 15.40)  -0.07
C (11.91, 18.07, 16.73)  -0.63
C (13.27, 17.94, 16.75)  -1.27
C (13.74, 18.44, 15.43)  0.47
C (15.01, 19.04, 15.05)  0.56
C (16.05, 19.30, 16.11)  -0.29
C (15.58, 19.92, 17.25)  -0.43
C (16.40, 20.11, 18.38)  -0.74
C (17.73, 19.73, 18.39)  -0.33
C (18.27, 19.24, 17.20)  -0.64
C (17.42, 18.96, 16.11)  0.04
C (15.33, 19.38, 13.69)  0.28
N (14.58, 19.09, 12.53)  0.20
C (15.25, 19.69, 11.48)  -0.38
C (14.87, 19.52, 10.13)  1.42
C (15.85, 19.87, 9.06)  0.26
C (15.50, 20.66, 7.92)  -0.19
C (16.43, 20.98, 6.94)  -0.69
C (17.65, 20.29, 6.96)  -0.30
C (18.06, 19.53, 8.05)  -0.86
C (17.18, 19.41, 9.09)  -0.42
C (13.60, 19.11, 9.66)  -0.32
C (13.33, 18.32, 8.48)  -0.80
C (11.97, 18.03, 8.48)  -1.45
C (11.44, 18.78, 9.65)  0.07
N (12.48, 19.35, 10.38)  -0.09
C (10.11, 19.02, 10.01)  1.04
C (9.78, 19.39, 11.39)  -0.38
C (8.82, 20.43, 11.86)  -1.26
C (8.95, 20.46, 13.23)  -1.00
C (9.89, 19.36, 13.59)  -0.18
N (10.38, 18.83, 12.45)  0.10
C (9.05, 19.04, 8.97)  0.57
C (7.68, 18.66, 9.24)  -0.29
C (6.71, 18.75, 8.25)  -0.80
C (7.08, 19.35, 7.05)  -0.20
C (8.35, 19.76, 6.76)  -0.84
C (9.37, 19.52, 7.69)  -0.33
C (16.42, 20.37, 11.97)  -1.14
C (16.46, 20.14, 13.35)  -1.23
N (12.63, 18.64, 14.62)  -0.02
H (6.97, 19.26, 19.18)  0.37
H (6.04, 18.73, 17.02)  0.31
H (7.37, 18.87, 14.97)  0.30
H (10.69, 20.42, 17.26)  0.59
H (9.27, 20.20, 19.36)  0.29
H (11.31, 17.77, 17.56)  0.63
H (13.83, 17.55, 17.58)  0.59
H (14.54, 20.32, 17.28)  0.43
H (15.97, 20.45, 19.32)  0.33
H (18.23, 19.86, 19.36)  0.33
H (19.28, 18.85, 17.14)  0.33
H (17.91, 18.37, 15.28)  0.37
H (14.47, 21.03, 7.78)  0.36
H (16.20, 21.73, 6.17)  0.37
H (18.25, 20.34, 6.06)  0.35
H (18.98, 18.96, 8.09)  0.35
H (17.48, 18.78, 9.90)  0.49
H (14.05, 18.08, 7.69)  0.55
H (11.52, 17.43, 7.67)  0.49
H (8.17, 21.03, 11.26)  0.69
H (8.62, 21.21, 13.92)  0.62
H (7.48, 18.29, 10.24)  0.51
H (5.69, 18.41, 8.45)  0.36
H (6.32, 19.44, 6.27)  0.31
H (8.62, 20.16, 5.77)  0.34
H (10.43, 19.80, 7.47)  0.28
H (17.18, 20.90, 11.37)  0.53
H (17.22, 20.48, 14.01)  0.60
N (10.82, 25.41, 14.70)  -0.81
S (11.12, 24.69, 13.34)  0.44
C (12.86, 24.86, 13.09)  0.70
C (13.34, 24.63, 11.80)  -0.63
C (14.71, 24.62, 11.59)  -0.59
C (15.57, 24.99, 12.62)  -0.42
C (15.10, 25.26, 13.94)  -0.58
C (13.71, 25.23, 14.16)  -0.32
C (10.53, 25.71, 11.93)  -0.15
C (10.57, 27.07, 11.94)  -0.15
C (10.41, 27.76, 10.75)  -0.53
C (9.83, 27.18, 9.65)  -0.35
C (9.56, 25.80, 9.69)  -0.49
C (9.90, 25.07, 10.82)  -0.45
H (9.83, 25.41, 14.93)  0.19
H (12.67, 24.37, 10.99)  0.32
H (15.14, 24.29, 10.69)  0.50
H (16.62, 25.00, 12.44)  0.36
H (15.77, 25.51, 14.76)  0.38
H (13.29, 25.54, 15.09)  0.45
H (10.70, 27.60, 12.91)  0.38
H (10.64, 28.84, 10.73)  0.32
H (9.61, 27.77, 8.76)  0.34
H (9.05, 25.34, 8.82)  0.36
H (9.78, 24.03, 11.00)  0.72
C (13.79, 10.81, 9.61)  -1.04
C (13.33, 11.00, 11.02)  0.75
C (12.95, 9.92, 11.84)  -0.53
C (12.45, 10.24, 13.08)  -0.19
N (12.44, 11.46, 13.55)  -0.47
C (12.84, 12.47, 12.79)  -0.03
S (12.81, 14.01, 13.63)  -0.51
N (13.34, 12.27, 11.54)  -0.46
H (14.41, 11.72, 9.43)  0.28
H (12.98, 10.79, 8.88)  0.22
H (14.39, 9.89, 9.49)  0.31
H (13.02, 8.85, 11.49)  0.25
H (12.12, 9.53, 13.83)  0.40



<x>
Entry from the Open Molecules 2025 dataset: a structure of composition C61H44N7RbS2 (ωB97M-V/def2-TZVPD).

Calculated values
Total charge: -2
HOMO level, eV: -1.36
HOMO-LUMO gap, eV: 4.88

Each line ends with the Mulliken charge.
Geometry (Å):
Rb (-1.29, 1.86, 1.37)  0.97
C (1.75, -3.57, 6.87)  -0.37
C (1.73, -2.17, 6.86)  -0.84
C (1.37, -1.52, 5.67)  -0.12
C (0.92, -2.21, 4.54)  0.26
C (1.00, -3.63, 4.55)  -0.52
C (1.37, -4.29, 5.70)  -0.71
C (0.45, -1.44, 3.37)  0.97
C (-0.77, -1.77, 2.70)  -0.30
C (-1.51, -3.00, 2.99)  -1.14
C (-2.55, -3.08, 2.09)  -1.10
C (-2.45, -1.89, 1.24)  -0.23
C (-3.27, -1.67, 0.12)  0.73
C (-4.38, -2.58, -0.17)  0.38
C (-4.22, -3.98, -0.17)  -0.67
C (-5.35, -4.81, -0.20)  -0.69
C (-6.63, -4.30, -0.39)  -0.58
C (-6.76, -2.92, -0.62)  -0.65
C (-5.66, -2.08, -0.41)  -0.29
C (-2.95, -0.69, -0.85)  0.52
N (-1.98, 0.26, -0.86)  0.23
C (-1.85, 0.73, -2.14)  -0.17
C (-0.89, 1.60, -2.68)  1.37
C (-1.10, 2.04, -4.06)  0.30
C (-0.09, 2.01, -5.09)  -0.77
C (-0.30, 2.56, -6.33)  -0.56
C (-1.53, 3.16, -6.67)  -0.58
C (-2.56, 3.10, -5.73)  -0.65
C (-2.35, 2.60, -4.46)  -0.44
C (0.28, 1.96, -2.03)  -0.20
C (1.33, 2.75, -2.62)  -1.09
C (2.34, 2.84, -1.67)  -1.18
C (1.84, 2.23, -0.47)  -0.47
N (0.61, 1.69, -0.69)  0.20
C (2.57, 2.09, 0.73)  1.20
C (2.26, 1.11, 1.71)  -0.09
C (3.34, 0.43, 2.44)  -1.15
C (2.78, -0.52, 3.19)  -0.84
C (1.34, -0.44, 2.93)  0.15
N (1.04, 0.54, 2.04)  0.22
C (3.85, 2.79, 0.88)  -0.59
C (4.02, 3.83, 1.78)  -0.06
C (5.23, 4.51, 1.90)  -0.86
C (6.34, 4.17, 1.11)  -0.42
C (6.18, 3.10, 0.22)  -0.70
C (4.96, 2.41, 0.12)  0.06
C (-2.84, 0.06, -2.98)  -1.17
C (-3.56, -0.77, -2.17)  -1.16
N (-1.40, -1.10, 1.68)  0.19
H (2.03, -4.14, 7.75)  0.34
H (2.02, -1.56, 7.72)  0.37
H (1.51, -0.43, 5.60)  0.41
H (0.80, -4.20, 3.62)  0.53
H (1.39, -5.36, 5.71)  0.38
H (-1.25, -3.73, 3.77)  0.59
H (-3.29, -3.84, 2.01)  0.65
H (-3.23, -4.43, -0.16)  0.77
H (-5.24, -5.88, -0.08)  0.36
H (-7.52, -4.93, -0.47)  0.37
H (-7.69, -2.48, -0.95)  0.36
H (-5.77, -0.99, -0.37)  0.45
H (0.92, 1.57, -4.86)  0.55
H (0.47, 2.51, -7.07)  0.38
H (-1.65, 3.71, -7.58)  0.40
H (-3.57, 3.36, -6.00)  0.36
H (-3.18, 2.63, -3.78)  0.48
H (1.27, 3.26, -3.59)  0.61
H (3.31, 3.32, -1.81)  0.46
H (4.39, 0.67, 2.29)  0.41
H (3.24, -1.30, 3.81)  0.42
H (3.20, 4.05, 2.46)  0.47
H (5.32, 5.33, 2.55)  0.41
H (7.27, 4.72, 1.19)  0.37
H (6.98, 2.81, -0.43)  0.38
H (4.86, 1.60, -0.60)  0.59
H (-2.95, 0.20, -4.06)  0.44
H (-4.38, -1.42, -2.43)  0.46
N (1.83, -2.68, -0.28)  -0.59
S (2.15, -2.19, -1.66)  0.95
C (1.11, -3.11, -2.83)  0.16
C (1.42, -3.05, -4.19)  -0.49
C (0.58, -3.67, -5.12)  -0.63
C (-0.59, -4.31, -4.68)  -0.42
C (-0.80, -4.52, -3.32)  -0.49
C (0.06, -3.92, -2.39)  -0.20
C (3.81, -2.55, -2.22)  -0.43
C (4.29, -3.87, -2.27)  -0.18
C (5.69, -4.04, -2.28)  -0.66
C (6.51, -2.92, -2.36)  -0.28
C (6.02, -1.64, -2.39)  -0.59
C (4.62, -1.45, -2.38)  -0.08
H (2.62, -2.82, 0.33)  0.17
H (2.32, -2.49, -4.46)  0.35
H (0.78, -3.60, -6.18)  0.34
H (-1.35, -4.63, -5.36)  0.39
H (-1.62, -5.12, -2.96)  0.38
H (-0.13, -4.01, -1.31)  0.33
H (3.61, -4.72, -2.27)  0.40
H (6.15, -5.02, -2.21)  0.38
H (7.59, -3.07, -2.43)  0.32
H (6.69, -0.78, -2.48)  0.40
H (4.23, -0.43, -2.50)  0.42
C (-4.25, 7.93, 2.57)  -1.09
C (-4.34, 6.80, 3.54)  0.84
C (-4.93, 6.94, 4.82)  -0.65
C (-5.00, 5.76, 5.51)  -0.16
N (-4.52, 4.61, 5.08)  -0.48
C (-3.93, 4.58, 3.90)  -0.03
S (-3.33, 3.04, 3.35)  -0.51
N (-3.82, 5.67, 3.15)  -0.49
H (-4.24, 8.89, 3.09)  0.34
H (-5.11, 7.97, 1.88)  0.20
H (-3.31, 7.80, 2.02)  0.29
H (-5.35, 7.87, 5.18)  0.34
H (-5.40, 5.69, 6.53)  0.37



Stability check: which of them is most stable? <x>.